DFT (ωB97M-V with the def2-TZVPD basis set) results for a single C10H10INO2S molecule.

Structure (XYZ):
```
25
Properties=species:S:1:pos:R:3:nbo_charge:R:1
C -3.2143 -0.8261 -0.1781 -0.2646
C -3.4103 -2.1589 0.0646 -0.1520
C -1.9697 -0.2325 -0.1558 -0.1179
C -2.2494 -2.9080 0.4258 -0.3022
C -0.7584 -0.9996 -0.0159 -0.1955
C -0.9715 -2.3687 0.2711 0.3515
C 0.5542 -0.3357 -0.1113 0.2058
C 1.7983 1.3613 -1.3168 0.1664
C 2.9666 0.3445 0.7900 -0.8680
C 1.7070 2.7422 -0.9863 -0.1508
N 0.9128 0.4352 -1.0426 -0.3745
O 0.0635 -3.2304 0.3258 -0.6598
O 2.7631 3.2706 -0.2434 -0.6872
S 1.6046 -0.4041 1.3769 0.3340
I 4.6993 -0.8331 0.2694 0.0389
H -4.0197 -0.1999 -0.3547 0.2158
H -4.4152 -2.5628 0.0418 0.2239
H -1.7226 0.8189 -0.3109 0.2205
H -2.4816 -3.8914 0.9006 0.2248
H 2.5522 1.0445 -2.0577 0.2259
H 3.5148 1.1048 1.3758 0.2091
H 0.7701 2.9697 -0.3439 0.1684
H 1.7207 3.3893 -1.8315 0.2145
H -0.2363 -4.1777 0.2490 0.4941
H 2.8097 2.6823 0.5605 0.4789
```

Frontier orbital gap (spin up / spin down) = 7.328 / 7.326 eV
LUMO level (spin up / spin down) = -0.270 / -0.271 eV
Charge = 0



DFT (ωB97M-V with the def2-TZVPD basis set) results for a single C3H6FN3 molecule.

Structure (XYZ):
```
13
Properties=species:S:1:pos:R:3:nbo_charge:R:1
N 0.2457 1.5987 -0.4730 -0.8079
C 1.2063 0.9058 0.0191 0.0249
C 1.2734 -0.4954 -0.2715 0.1568
F 2.3067 -1.2650 0.3483 -0.3570
C 0.1293 -1.3042 -0.6575 -0.0099
N -1.1400 -1.3727 -0.1823 -0.2717
N -1.6764 -0.1957 0.3830 -0.6856
H -0.7438 1.2287 -0.1701 0.4173
H 0.3059 2.5304 -0.2242 0.3723
H 2.0955 1.3437 0.7271 0.2103
H 0.0981 -2.2674 -1.3919 0.2221
H -2.6779 -0.6019 0.5549 0.3772
H -1.4228 -0.1051 1.3380 0.3512
```

Frontier orbital gap = 8.710 eV
LUMO level = 0.603 eV
Structure (SMILES) = N/C=C(F)\C=N/N
Charge = 0



DFT (ωB97M-V with the def2-TZVPD basis set) results for a 3-piece molecular cluster, C24H43BrN3 overall.

Structure (XYZ):
```
71
Properties=species:S:1:pos:R:3:lowdin_charge:R:1
Br -1.8070 -0.9430 6.5407 0.5963
C -1.4150 -2.6650 5.5766 -0.5494
C -2.7049 -3.6065 5.4110 -0.2266
C -4.0077 -2.8386 4.8463 -0.1594
N -3.7347 -2.5942 3.3717 -0.1022
C -4.1021 -3.6398 2.4361 0.0183
C -3.8168 -3.4556 0.9144 0.0592
C -3.1183 -2.1189 0.4877 -0.1067
C -2.7656 -1.8869 -1.0207 0.0076
C -2.0360 -0.5481 -1.3595 -0.0019
C -1.6798 0.5499 -0.2688 -0.0025
C -2.0576 0.3120 1.2373 0.0128
C -2.7677 -1.0409 1.5554 -0.0812
C -3.1199 -1.3403 3.0426 0.0719
H -1.0572 -2.3360 4.5241 0.0643
H -0.5054 -3.2112 6.0348 0.0928
H -2.4245 -4.3867 4.5986 0.1253
H -2.9893 -4.1920 6.3573 0.1286
H -4.9404 -3.5190 4.9449 0.1432
H -4.2648 -1.8749 5.4003 0.1077
H -4.6025 -4.5795 2.8466 0.1398
H -4.1104 -4.2651 0.1540 0.1254
H -3.0333 -2.6904 -1.7877 0.1139
H -1.7715 -0.3969 -2.4713 0.0947
H -1.1634 1.5199 -0.5862 0.0981
H -1.7880 1.1217 2.0023 0.1083
H -2.8504 -0.5872 3.8636 0.1151
C 0.5594 -2.1090 -7.7530 -0.0893
C 0.3191 -1.2280 -6.5324 -0.2740
N 1.3887 -1.2984 -5.5417 -0.1938
C 1.0273 -0.7092 -4.2565 -0.2578
C 0.7452 0.7915 -4.2213 -0.0880
C 2.7333 -0.9856 -6.0185 -0.2457
C 2.9578 0.3806 -6.6642 -0.0843
H 0.7540 -3.1443 -7.4609 0.0806
H -0.3256 -2.1031 -8.3951 0.0745
H 1.3996 -1.7525 -8.3539 0.0670
H -0.6126 -1.5742 -6.0698 0.1140
H 0.1389 -0.1983 -6.8653 0.0987
H 1.8063 -0.9388 -3.5205 0.1136
H 0.1342 -1.2287 -3.8860 0.0903
H 1.6616 1.3765 -4.3012 0.0589
H 0.2834 1.0554 -3.2637 0.0492
H 0.0578 1.1050 -5.0103 0.0717
H 3.0253 -1.7529 -6.7425 0.1037
H 3.4479 -1.1076 -5.1965 0.1159
H 2.1824 0.6343 -7.3902 0.0693
H 3.9127 0.3787 -7.1985 0.0764
H 3.0131 1.1762 -5.9210 0.0539
C 3.4692 5.0953 2.3869 -0.0879
C 2.9987 3.9459 3.2709 -0.2678
N 1.5666 3.6803 3.1707 -0.1909
C 1.0646 2.8032 4.2247 -0.2519
C 1.5874 1.3683 4.2610 -0.0896
C 1.0523 3.4089 1.8323 -0.2501
C 1.6685 2.2452 1.0563 -0.0897
H 2.8893 6.0024 2.5763 0.0821
H 4.5186 5.3191 2.5964 0.0764
H 3.3949 4.8494 1.3244 0.0648
H 3.2333 4.2242 4.3044 0.1206
H 3.5955 3.0538 3.0444 0.0993
H -0.0310 2.7787 4.1835 0.1051
H 1.2949 3.2695 5.1898 0.1130
H 1.1550 0.7604 3.4646 0.0451
H 1.3028 0.8986 5.2079 0.0638
H 2.6760 1.3194 4.1889 0.0717
H 1.1715 4.3158 1.2309 0.1052
H -0.0337 3.2621 1.8831 0.1014
H 2.7596 2.2444 1.0975 0.0722
H 1.3849 2.3193 0.0013 0.0642
H 1.3055 1.2812 1.4144 0.0451
```

Frontier orbital gap = 5.124 eV
LUMO level = -4.697 eV
Charge = +1